{"formula": "C29H28N2O9", "method": "ωB97M-V/def2-TZVPD", "multiplicity": 1, "gap_ev": 8.386, "charge": 0, "energy_ev": -51935.010, "symbols": ["O", "O", "O", "O", "O", "O", "O", "O", "O", "C", "C", "C", "C", "C", "C", "C", "C", "C", "C", "C", "C", "C", "C", "C", "C", "C", "C", "C", "C", "N", "N", "C", "C", "C", "C", "C", "C", "C", "C", "C", "H", "H", "H", "H", "H", "H", "H", "H", "H", "H", "H", "H", "H", "H", "H", "H", "H", "H", "H", "H", "H", "H", "H", "H", "H", "H", "H", "H"], "coordinates": [[-5.32, 4.90, 1.78], [7.25, -0.70, 0.44], [-5.89, 4.47, 4.60], [4.66, 0.15, -3.65], [-0.66, -3.50, -0.75], [-4.30, 3.22, 0.64], [-3.33, -0.97, 2.93], [-3.09, 0.78, -3.77], [-2.24, -0.14, -1.77], [-4.85, 3.77, 1.75], [7.20, 0.16, -0.43], [-5.41, 3.40, 4.27], [4.69, -0.85, -2.93], [-4.27, 1.47, -3.68], [-4.90, 3.00, 2.99], [-4.43, 1.72, 3.05], [-4.34, 2.25, -2.56], [1.43, -2.94, 0.28], [0.59, -1.66, -1.63], [-2.78, -0.66, 0.57], [2.58, -2.12, 0.32], [1.73, -0.84, -1.58], [0.44, -2.71, -0.70], [-3.31, -0.19, 1.79], [-2.75, 0.16, -0.54], [-3.82, 1.94, 0.69], [-3.84, 1.12, 1.84], [-3.26, 1.43, -0.48], [2.72, -1.06, -0.60], [4.33, -2.03, -3.44], [6.25, 0.22, -1.36], [-2.50, -2.14, 2.97], [8.27, 1.23, -0.50], [4.29, -3.33, -2.77], [-2.32, 1.05, -2.59], [-5.25, 2.26, 5.26], [-4.60, 1.14, 4.43], [-3.08, 2.11, -1.78], [3.97, -0.20, -0.57], [5.12, -0.71, -1.45], [-0.53, -4.34, -0.31], [-5.07, 1.40, -4.42], [-5.18, 2.87, -2.27], [1.32, -3.74, 0.99], [-0.17, -1.51, -2.38], [-2.37, -1.65, 0.45], [3.34, -2.29, 1.06], [1.85, -0.03, -2.29], [4.05, -1.99, -4.41], [6.29, 0.95, -2.06], [-2.50, -2.55, 3.98], [-1.47, -1.91, 2.69], [-2.88, -2.92, 2.29], [8.82, 1.14, -1.44], [8.96, 1.09, 0.33], [7.81, 2.21, -0.43], [3.56, -3.32, -1.96], [5.28, -3.57, -2.36], [4.00, -4.10, -3.48], [-1.32, 1.40, -2.85], [-6.22, 1.96, 5.65], [-4.61, 2.57, 6.09], [-5.24, 0.25, 4.40], [-3.63, 0.86, 4.86], [-2.54, 3.06, -1.70], [3.70, 0.81, -0.89], [4.32, -0.13, 0.46], [5.44, -1.68, -1.08]]}